Entry 1:
# C4H8N2O

An isolated molecule of C4H8N2O at a distorted geometry (ωB97M-V/def2-TZVPD, the Open Molecules 2025 dataset).

Each line ends with the natural charge from an NBO analysis.
Cartesian coordinates (Å):
C 1.361 0.161 1.301  -0.419
N -0.001 0.476 0.881  -0.629
C -0.172 0.293 -0.562  -0.187
C -1.120 -0.880 -0.851  -0.049
O -0.609 -2.034 -0.228  -0.709
C -0.525 1.519 -1.291  0.264
N -0.667 2.458 -1.950  -0.306
H 2.127 0.786 0.814  0.175
H 1.449 0.271 2.384  0.209
H 1.563 -0.884 1.044  0.203
H -0.251 1.418 1.166  0.378
H 0.795 0.011 -0.999  0.232
H -1.148 -1.074 -1.927  0.190
H -2.138 -0.649 -0.507  0.172
H -0.665 -1.870 0.724  0.475

Summary:
Charge   0
DFT total energy   -341.93320 hartree
Relative energy (zero: lowest compared OMol25 entry of this formula, charge and spin)   1.9169 eV


Entry 2:
# C4H8N2O

An isolated molecule of C4H8N2O (ωB97M-V/def2-TZVPD, the Open Molecules 2025 dataset).

Each line ends with the natural charge from an NBO analysis.
Cartesian coordinates (Å):
N -0.102 2.009 -0.404  -0.836
C -0.517 1.096 0.527  0.651
O -0.216 1.199 1.704  -0.608
C -1.233 -0.131 -0.044  -0.322
N -0.312 -1.198 -0.466  -0.388
C 0.617 -1.631 0.571  -0.270
C 1.093 -0.804 -0.564  -0.278
H 0.512 2.751 -0.103  0.405
H -0.432 2.010 -1.356  0.399
H -1.891 -0.532 0.733  0.223
H -1.840 0.148 -0.913  0.199
H 0.496 -1.195 1.561  0.219
H 0.841 -2.696 0.554  0.200
H 1.320 0.253 -0.444  0.204
H 1.664 -1.280 -1.353  0.201

Summary:
Charge   0
DFT total energy   -341.93096 hartree
Relative energy (zero: lowest compared OMol25 entry of this formula, charge and spin)   1.9777 eV